one.
{"formula": "CH6NO2", "method": "ωB97M-V/def2-TZVPD", "species": ["O", "H", "N", "C", "O", "H", "H", "H", "H", "H"], "xyz": [[-0.71, -2.13, 0.71], [0.04, -2.21, 0.11], [-0.57, 0.95, 0.56], [0.64, 0.80, -0.18], [0.32, 0.19, -1.42], [-0.87, -1.17, 0.82], [-0.80, 1.93, 0.71], [1.33, 0.14, 0.35], [1.18, 1.72, -0.40], [-0.55, -0.23, -1.27]], "mulliken_spin": [-0.002, 0.000, 0.961, -0.057, 0.091, -0.001, -0.024, 0.044, -0.004, -0.009], "gap_ev": [11.75, 9.18], "e_homo_ev": [-10.90, -10.77], "spin_multiplicity": 2}

two.
{"formula": "CH6NO2", "method": "ωB97M-V/def2-TZVPD", "species": ["N", "C", "O", "H", "H", "H", "H", "H", "H", "O"], "xyz": [[0.99, -0.99, 0.01], [0.91, 0.46, 0.11], [-0.16, 0.95, 0.81], [1.48, -1.32, 0.83], [0.03, -1.31, -0.02], [1.88, 0.82, 0.47], [0.85, 0.88, -0.91], [-1.33, 0.27, -0.01], [-2.59, 0.47, -0.84], [-2.05, -0.22, -0.45]], "mulliken_spin": [-0.004, -0.011, 0.836, 0.007, -0.002, 0.057, 0.086, 0.003, -0.002, 0.030], "gap_ev": [11.18, 7.63], "e_homo_ev": [-10.26, -10.15], "spin_multiplicity": 2}

Which structure wins on stability? one wins.

one.
{"formula": "C3H7NOS", "method": "ωB97M-V/def2-TZVPD", "species": ["C", "C", "C", "N", "O", "S", "H", "H", "H", "H", "H", "H", "H"], "xyz": [[0.42, -0.94, 0.05], [-1.00, -1.40, 0.37], [-0.14, 0.37, -0.37], [1.61, 2.05, 0.28], [-2.78, 0.52, -0.18], [-1.62, 0.29, 0.67], [1.12, -0.80, 0.81], [0.92, -1.61, -0.79], [-1.51, -1.75, -0.54], [-1.10, -2.18, 1.14], [-0.13, 0.90, -1.28], [2.58, 1.70, 0.23], [1.64, 2.85, -0.38]], "nbo_charge": [-0.500, -0.609, -0.122, -0.954, -0.942, 1.273, 0.254, 0.235, 0.243, 0.239, 0.240, 0.320, 0.324], "gap_ev": [7.14, 7.14], "e_homo_ev": [-8.32, -8.32]}

two.
{"formula": "C3H7NOS", "method": "ωB97M-V/def2-TZVPD", "species": ["O", "C", "N", "C", "C", "S", "H", "H", "H", "H", "H", "H", "H"], "xyz": [[0.21, 1.64, -2.31], [0.43, 0.48, -2.12], [0.42, -0.18, -0.90], [1.03, 0.34, 0.31], [0.06, 0.39, 1.48], [-1.03, -1.16, 1.52], [0.67, -0.29, -2.88], [0.25, -1.17, -0.97], [1.38, 1.36, 0.14], [1.85, -0.32, 0.60], [-0.69, 1.17, 1.34], [0.58, 0.41, 2.43], [-0.80, -1.61, 2.76]], "nbo_charge": [-0.568, 0.548, -0.657, -0.238, -0.469, -0.107, 0.096, 0.400, 0.228, 0.193, 0.223, 0.224, 0.128], "gap_ev": 10.10, "e_homo_ev": -9.36}

three.
{"formula": "C3H7NOS", "method": "ωB97M-V/def2-TZVPD", "species": ["C", "C", "C", "H", "H", "H", "H", "H", "H", "H", "N", "O", "S"], "xyz": [[-1.80, 0.31, 0.91], [0.32, 0.49, -0.23], [1.45, -0.27, -1.00], [-2.39, 0.64, 0.07], [-2.40, -0.37, 1.57], [-1.55, 1.13, 1.60], [-0.15, -0.91, 1.22], [0.86, 1.26, 0.33], [-0.10, 0.99, -1.13], [2.52, -1.66, -1.04], [-0.59, -0.39, 0.47], [1.92, -1.35, -0.31], [1.91, 0.15, -2.46]], "nbo_charge": [-0.409, -0.306, 0.210, 0.201, 0.203, 0.167, 0.373, 0.190, 0.228, 0.496, -0.630, -0.656, -0.067], "gap_ev": 9.40, "e_homo_ev": -8.89}

four.
{"formula": "C3H7NOS", "method": "ωB97M-V/def2-TZVPD", "species": ["C", "C", "C", "N", "O", "S", "H", "H", "H", "H", "H", "H", "H"], "xyz": [[-1.04, -1.67, 3.84], [0.98, -0.70, 0.68], [-1.61, -0.84, 3.20], [1.01, -1.03, -1.98], [0.12, 1.05, -1.07], [-0.08, -0.34, -0.81], [-0.50, -2.27, 4.59], [1.43, 0.23, 1.02], [1.60, -1.51, 0.61], [0.23, -1.09, 1.41], [-2.09, -0.18, 2.65], [1.06, -0.47, -2.84], [0.85, -2.00, -2.25]], "nbo_charge": [-0.237, -0.830, -0.219, -1.072, -0.974, 1.409, 0.248, 0.247, 0.226, 0.227, 0.210, 0.394, 0.372], "gap_ev": 9.69, "e_homo_ev": -8.92}

Which structure wins on stability? two wins.

one.
{"formula": "C3H7NOS", "method": "ωB97M-V/def2-TZVPD", "species": ["C", "C", "C", "H", "H", "H", "H", "H", "H", "H", "N", "O", "S"], "xyz": [[-0.37, -2.15, 0.36], [0.95, -0.44, -0.70], [-0.76, 2.77, 0.35], [-0.31, -1.66, 1.36], [-1.27, -2.79, 0.28], [0.51, -2.80, 0.23], [1.64, -0.88, -1.49], [1.55, -0.47, 0.20], [-1.36, 3.00, 1.26], [-0.77, 3.57, -0.40], [-0.17, 1.65, 0.29], [-0.26, -1.11, -0.59], [0.62, 1.29, -1.15]], "nbo_charge": [-0.248, -0.200, -0.077, 0.177, 0.204, 0.164, 0.185, 0.188, 0.173, 0.155, -0.554, -0.553, 0.387], "gap_ev": 9.73, "e_homo_ev": -8.74}

two.
{"formula": "C3H7NOS", "method": "ωB97M-V/def2-TZVPD", "species": ["O", "C", "N", "C", "C", "S", "H", "H", "H", "H", "H", "H", "H"], "xyz": [[-2.12, 0.65, 2.48], [-1.35, 0.11, 1.72], [-1.53, 0.27, 0.34], [-0.65, -0.12, -0.72], [0.83, 0.12, -0.39], [2.18, -0.44, -1.47], [-0.63, -0.64, 2.09], [-2.08, 1.11, 0.23], [-0.88, 0.39, -1.66], [-0.76, -1.21, -0.87], [0.98, -0.21, 0.64], [0.95, 1.21, -0.47], [1.64, -1.54, -2.03]], "nbo_charge": [-0.587, 0.518, -0.629, -0.222, -0.530, -0.030, 0.123, 0.402, 0.218, 0.187, 0.207, 0.221, 0.121], "gap_ev": 10.28, "e_homo_ev": -9.48}

three.
{"formula": "C3H7NOS", "method": "ωB97M-V/def2-TZVPD", "species": ["C", "C", "C", "N", "O", "S", "H", "H", "H", "H", "H", "H", "H"], "xyz": [[0.42, 0.71, -0.42], [-0.19, 1.82, -1.30], [-0.12, -1.23, 0.79], [-0.36, -0.27, -0.21], [-3.99, 0.28, 0.88], [-4.19, -0.69, -0.19], [1.29, 0.79, 0.19], [0.38, 2.49, -1.91], [-0.61, 2.50, -0.60], [-1.02, 1.37, -1.88], [0.88, -0.95, 1.11], [-0.92, -1.34, 1.52], [-0.22, -2.18, 0.28]], "nbo_charge": [0.110, -0.658, -0.441, -0.417, -0.698, 0.699, 0.145, 0.215, 0.222, 0.235, 0.169, 0.214, 0.206], "gap_ev": [7.83, 7.66], "e_homo_ev": [-9.03, -8.93]}

Which structure wins on stability? two wins.